# 1
{
  "formula": "C37H32CuN5O2PS",
  "method": "ωB97M-V with the def2-TZVPD basis set",
  "energy_ha": -4233.3899,
  "homo_energy_ev": [-7.00, -7.05],
  "multiplicity": 2,
  "homo_lumo_gap_ev": [6.50, 6.16],
  "relative_energy_ev": 0.357,
  "elements": ["Cu", "C", "C", "C", "C", "C", "C", "P", "C", "C", "C", "C", "C", "C", "C", "C", "C", "C", "C", "C", "C", "C", "C", "C", "H", "H", "H", "H", "H", "H", "H", "H", "H", "H", "H", "H", "H", "H", "H", "H", "S", "C", "N", "N", "C", "C", "C", "C", "C", "C", "N", "N", "C", "C", "C", "C", "C", "C", "H", "H", "H", "H", "H", "H", "H", "H", "H", "H", "H", "N", "C", "C", "O", "O", "H", "H", "H", "H", "H"],
  "coordinates": [[-0.05, -0.51, -0.98], [-0.87, 1.37, 5.08], [-1.68, 1.26, 3.95], [-1.21, 0.61, 2.83], [0.07, 0.05, 2.81], [0.87, 0.16, 3.94], [0.41, 0.82, 5.06], [0.53, -0.86, 1.30], [2.29, -1.31, 1.52], [3.22, -0.29, 1.73], [4.57, -0.58, 1.87], [5.00, -1.90, 1.78], [4.08, -2.92, 1.56], [2.73, -2.62, 1.44], [-0.33, -2.44, 1.54], [-0.55, -3.02, 2.76], [-1.16, -4.29, 2.84], [-1.52, -4.95, 1.70], [-1.31, -4.37, 0.43], [-1.69, -5.04, -0.76], [-1.49, -4.44, -1.97], [-0.94, -3.14, -2.05], [-0.56, -2.43, -0.94], [-0.73, -3.08, 0.33], [-1.22, 1.89, 5.96], [-2.67, 1.69, 3.95], [-1.84, 0.54, 1.95], [1.87, -0.28, 3.94], [1.04, 0.90, 5.93], [2.90, 0.74, 1.77], [5.28, 0.22, 2.03], [6.05, -2.13, 1.89], [4.41, -3.94, 1.49], [2.03, -3.43, 1.27], [-0.25, -2.51, 3.67], [-1.33, -4.73, 3.81], [-1.97, -5.93, 1.76], [-2.13, -6.03, -0.70], [-1.78, -4.95, -2.88], [-0.84, -2.69, -3.03], [0.44, -0.34, -3.15], [-0.46, 1.12, -3.36], [-0.81, 1.58, -4.54], [-1.78, 2.49, -4.55], [-2.96, 2.56, -3.78], [-3.66, 3.76, -3.79], [-4.87, 3.87, -3.12], [-5.39, 2.79, -2.43], [-4.69, 1.59, -2.44], [-3.48, 1.46, -3.10], [-0.77, 1.95, -2.28], [-0.56, 1.45, -1.14], [-0.65, 2.45, -0.10], [-1.82, 3.16, 0.10], [-1.87, 4.11, 1.11], [-0.75, 4.35, 1.90], [0.42, 3.65, 1.67], [0.47, 2.68, 0.67], [-1.80, 3.02, -5.41], [-3.25, 4.61, -4.32], [-5.39, 4.82, -3.13], [-6.32, 2.87, -1.90], [-5.09, 0.73, -1.92], [-2.96, 0.51, -3.10], [-2.68, 2.97, -0.54], [-2.78, 4.66, 1.28], [-0.79, 5.09, 2.69], [1.30, 3.84, 2.27], [1.38, 2.14, 0.46], [4.53, -1.72, -2.35], [4.41, -0.49, -3.11], [3.94, 0.63, -2.22], [4.16, 1.79, -2.41], [3.18, 0.21, -1.20], [5.31, -1.70, -1.71], [4.64, -2.53, -2.95], [3.22, -0.77, -1.20], [3.61, -0.62, -3.85], [5.31, -0.15, -3.64]]
}


# 2
{
  "formula": "C23H36FN5O7",
  "method": "ωB97M-V with the def2-TZVPD basis set",
  "energy_ha": -1797.6630,
  "homo_energy_ev": -8.51,
  "homo_lumo_gap_ev": 6.20,
  "relative_energy_ev": 14.185,
  "smiles": "N#COC1=CC(=O)c2cc(F)c(N)c(N)c2C1=O.COCCNCCOC.COCCNCCOC",
  "elements": ["N", "C", "O", "C", "C", "C", "O", "C", "C", "C", "F", "C", "N", "C", "N", "C", "C", "O", "H", "H", "H", "H", "H", "H", "C", "O", "C", "C", "N", "C", "C", "O", "C", "H", "H", "H", "H", "H", "H", "H", "H", "H", "H", "H", "H", "H", "H", "H", "C", "O", "C", "C", "N", "C", "C", "O", "C", "H", "H", "H", "H", "H", "H", "H", "H", "H", "H", "H", "H", "H", "H", "H"],
  "coordinates": [[1.36, -4.91, -0.99], [1.59, -4.59, -2.25], [1.59, -3.92, -3.59], [0.41, -3.00, -3.65], [0.62, -1.57, -3.29], [-0.67, -0.57, -3.30], [-0.46, 0.75, -3.35], [-2.19, -1.22, -3.24], [-3.41, -0.22, -2.75], [-4.94, -0.86, -2.73], [-6.11, 0.00, -2.30], [-5.14, -2.46, -3.16], [-6.57, -2.97, -3.13], [-3.91, -3.45, -3.60], [-4.03, -4.92, -3.96], [-2.39, -2.80, -3.65], [-1.04, -3.65, -4.07], [-1.05, -4.83, -4.70], [1.73, -1.25, -2.99], [-3.19, 0.89, -2.44], [-6.55, -4.01, -3.05], [-7.09, -2.64, -2.28], [-4.91, -5.35, -3.59], [-3.89, -5.10, -4.97], [-0.73, 4.03, 3.49], [-0.48, 4.99, 2.48], [0.87, 4.96, 2.00], [0.93, 4.42, 0.56], [0.63, 2.98, 0.52], [0.40, 2.47, -0.84], [-0.80, 3.03, -1.62], [-2.07, 2.66, -1.07], [-2.52, 3.49, -0.01], [-1.72, 4.24, 3.92], [-0.75, 3.02, 3.08], [0.01, 4.09, 4.30], [1.54, 4.40, 2.67], [1.22, 6.00, 1.99], [1.93, 4.59, 0.15], [0.21, 4.99, -0.03], [-0.20, 2.80, 1.07], [0.26, 1.38, -0.74], [1.31, 2.61, -1.43], [-0.77, 2.59, -2.62], [-0.74, 4.11, -1.77], [-2.18, 4.53, -0.11], [-2.20, 3.07, 0.95], [-3.62, 3.49, -0.02], [3.28, -2.99, 4.57], [2.09, -2.52, 3.95], [1.72, -1.20, 4.36], [1.91, -0.20, 3.20], [3.33, 0.03, 2.92], [3.57, 0.75, 1.67], [3.13, 0.07, 0.36], [3.88, -1.10, 0.03], [3.42, -2.29, 0.67], [3.39, -4.05, 4.34], [4.15, -2.46, 4.18], [3.23, -2.87, 5.66], [2.25, -0.88, 5.26], [0.65, -1.24, 4.60], [1.43, 0.75, 3.47], [1.39, -0.61, 2.33], [3.80, -0.87, 2.87], [4.65, 0.92, 1.62], [3.10, 1.74, 1.74], [3.32, 0.78, -0.45], [2.05, -0.13, 0.33], [2.34, -2.29, 0.83], [3.96, -2.44, 1.60], [3.67, -3.14, 0.01]]
}


# 3
{
  "formula": "C4H6N2O",
  "method": "ωB97M-V with the def2-TZVPD basis set",
  "energy_ha": -340.6964,
  "homo_energy_ev": -9.07,
  "homo_lumo_gap_ev": 9.70,
  "relative_energy_ev": 2.680,
  "elements": ["C", "C", "N", "C", "C", "O", "N", "H", "H", "H", "H", "H", "H"],
  "coordinates": [[-0.96, 1.75, -0.67], [-0.28, 0.49, -0.26], [0.51, -0.23, -0.94], [0.80, -1.38, -0.09], [0.20, -1.17, 1.29], [2.16, -1.68, -0.10], [-0.49, -0.06, 1.06], [-0.66, 2.00, -1.68], [-0.69, 2.57, 0.00], [-2.05, 1.63, -0.63], [0.20, -2.22, -0.52], [2.32, -2.24, 0.66], [-1.06, 0.39, 1.76]]
}


# 4
{
  "formula": "C37H46F18N2O15",
  "method": "ωB97M-V with the def2-TZVPD basis set",
  "energy_ha": -4473.3272,
  "homo_energy_ev": -9.59,
  "homo_lumo_gap_ev": 9.23,
  "smiles": "NCc1ccc2c(c1CCCCO)C(=O)NC2=O.CCOC(=O)C(F)(F)F.CCOC(=O)C(F)(F)F.CCOC(=O)C(F)(F)F.CCOC(=O)C(F)(F)F.CCOC(=O)C(F)(F)F.CCOC(=O)C(F)(F)F",
  "elements": ["N", "C", "C", "C", "C", "C", "C", "C", "C", "C", "C", "C", "O", "C", "O", "N", "C", "O", "H", "H", "H", "H", "H", "H", "H", "H", "H", "H", "H", "H", "H", "H", "H", "H", "C", "C", "O", "C", "O", "C", "F", "F", "F", "H", "H", "H", "H", "H", "C", "C", "O", "C", "O", "C", "F", "F", "F", "H", "H", "H", "H", "H", "C", "C", "O", "C", "O", "C", "F", "F", "F", "H", "H", "H", "H", "H", "C", "C", "O", "C", "O", "C", "F", "F", "F", "H", "H", "H", "H", "H", "C", "C", "O", "C", "O", "C", "F", "F", "F", "H", "H", "H", "H", "H", "C", "C", "O", "C", "O", "C", "F", "F", "F", "H", "H", "H", "H", "H"],
  "coordinates": [[-0.91, 2.89, -1.57], [-0.97, 2.55, -0.16], [0.32, 2.20, 0.54], [1.55, 2.60, 0.00], [2.76, 2.33, 0.63], [2.71, 1.66, 1.84], [1.51, 1.24, 2.39], [0.28, 1.49, 1.76], [-1.02, 1.03, 2.38], [-1.76, -0.14, 1.68], [-0.88, -1.16, 0.97], [-1.66, -2.09, 0.06], [-2.11, -3.23, 0.79], [1.82, 0.54, 3.67], [1.13, -0.15, 4.36], [3.22, 0.79, 3.94], [3.81, 1.24, 2.72], [4.98, 1.20, 2.49], [-0.38, 3.74, -1.73], [-0.50, 2.13, -2.10], [-1.67, 1.72, -0.08], [-1.43, 3.38, 0.37], [1.57, 3.14, -0.94], [3.71, 2.63, 0.20], [-0.81, 0.71, 3.39], [-1.70, 1.88, 2.46], [-2.29, -0.68, 2.46], [-2.53, 0.22, 1.00], [-0.11, -0.68, 0.37], [-0.37, -1.79, 1.71], [-2.50, -1.57, -0.40], [-1.00, -2.41, -0.75], [-2.14, -3.96, 0.17], [3.32, 1.48, 4.68], [-5.05, 5.92, -3.39], [-5.31, 6.87, -2.25], [-4.72, 6.38, -1.02], [-3.43, 6.64, -0.86], [-2.70, 7.23, -1.60], [-2.96, 6.08, 0.50], [-3.44, 4.85, 0.70], [-3.38, 6.87, 1.49], [-1.63, 6.02, 0.53], [-5.41, 4.92, -3.15], [-5.57, 6.27, -4.29], [-3.99, 5.86, -3.62], [-6.37, 6.95, -2.03], [-4.93, 7.87, -2.45], [7.35, 3.68, 3.47], [7.32, 5.16, 3.17], [6.21, 5.80, 3.84], [6.40, 6.13, 5.11], [7.39, 5.97, 5.76], [5.14, 6.82, 5.65], [4.03, 6.17, 5.28], [5.07, 8.07, 5.18], [5.18, 6.87, 6.98], [6.40, 3.21, 3.21], [8.14, 3.19, 2.89], [7.53, 3.49, 4.53], [7.15, 5.34, 2.11], [8.25, 5.65, 3.46], [3.62, -2.97, 4.01], [4.18, -3.21, 2.63], [3.93, -4.56, 2.17], [2.74, -4.79, 1.64], [1.84, -4.01, 1.50], [2.65, -6.25, 1.15], [3.16, -7.10, 2.04], [3.33, -6.38, 0.01], [1.38, -6.57, 0.92], [4.02, -3.70, 4.72], [3.88, -1.97, 4.36], [2.54, -3.06, 4.02], [5.26, -3.11, 2.62], [3.78, -2.51, 1.91], [0.36, -8.56, -1.23], [-1.01, -7.93, -1.24], [-1.60, -7.90, -2.56], [-2.21, -9.00, -2.95], [-2.33, -10.02, -2.34], [-2.82, -8.79, -4.35], [-1.97, -8.16, -5.16], [-3.92, -8.03, -4.23], [-3.16, -9.95, -4.89], [1.02, -8.05, -1.94], [0.78, -8.49, -0.24], [0.31, -9.61, -1.51], [-0.95, -6.88, -0.94], [-1.69, -8.44, -0.55], [-4.97, -5.23, 1.79], [-5.79, -5.71, 0.62], [-6.97, -4.89, 0.44], [-6.79, -3.77, -0.23], [-5.78, -3.35, -0.71], [-8.14, -3.03, -0.36], [-8.81, -3.02, 0.79], [-8.89, -3.64, -1.29], [-7.94, -1.77, -0.74], [-5.57, -5.20, 2.70], [-4.12, -5.90, 1.95], [-4.57, -4.23, 1.62], [-6.17, -6.71, 0.79], [-5.22, -5.71, -0.30], [2.14, 2.19, -7.37], [2.02, 3.69, -7.46], [1.23, 4.22, -6.38], [1.87, 4.41, -5.24], [3.02, 4.20, -4.99], [0.90, 5.02, -4.20], [-0.28, 4.39, -4.21], [0.70, 6.31, -4.47], [1.42, 4.92, -2.98], [1.15, 1.72, -7.33], [2.67, 1.80, -8.24], [2.69, 1.89, -6.47], [1.48, 3.98, -8.36], [2.99, 4.17, -7.47]]
}


# 5
{
  "formula": "C41H36N2O3PSSbW",
  "method": "ωB97M-V with the def2-TZVPD basis set",
  "energy_ha": -2965.4636,
  "total_charge": 2,
  "homo_energy_ev": [-13.30, -13.34],
  "multiplicity": 3,
  "homo_lumo_gap_ev": [7.35, 6.55],
  "elements": ["W", "O", "C", "C", "C", "C", "C", "C", "C", "P", "C", "C", "C", "C", "C", "C", "C", "C", "C", "C", "C", "C", "H", "H", "H", "H", "H", "H", "H", "H", "H", "H", "H", "H", "H", "H", "C", "C", "N", "O", "C", "C", "N", "O", "H", "H", "H", "H", "H", "H", "H", "S", "Sb", "C", "C", "C", "C", "C", "C", "C", "C", "C", "C", "C", "C", "C", "C", "C", "C", "C", "C", "H", "H", "H", "H", "H", "H", "H", "H", "H", "H", "H", "H", "H", "H", "H"],
  "coordinates": [[0.37, 0.37, -0.25], [-1.63, -0.61, -0.30], [-1.66, 0.61, -0.17], [-2.60, 1.69, -0.09], [-3.97, 1.61, 0.13], [-4.67, 2.80, 0.25], [-4.01, 4.02, 0.16], [-2.64, 4.10, -0.06], [-1.93, 2.92, -0.19], [-0.15, 2.77, -0.52], [0.69, 3.93, 0.57], [1.37, 5.04, 0.08], [1.97, 5.93, 0.97], [1.88, 5.71, 2.33], [1.19, 4.61, 2.83], [0.59, 3.72, 1.95], [0.14, 3.26, -2.23], [-0.91, 3.61, -3.08], [-0.65, 3.91, -4.40], [0.65, 3.86, -4.89], [1.70, 3.49, -4.04], [1.44, 3.19, -2.72], [-4.46, 0.65, 0.22], [-5.74, 2.78, 0.43], [-4.58, 4.94, 0.27], [-2.15, 5.06, -0.12], [1.44, 5.22, -0.98], [2.50, 6.79, 0.59], [2.34, 6.41, 3.02], [1.10, 4.46, 3.89], [0.02, 2.89, 2.35], [-1.93, 3.65, -2.71], [-1.46, 4.19, -5.06], [0.86, 4.09, -5.92], [2.71, 3.45, -4.42], [2.26, 2.89, -2.07], [3.93, 0.96, 2.25], [2.55, 0.76, 1.70], [2.31, 0.89, 0.43], [3.31, 1.24, -0.46], [1.41, 0.45, 2.55], [1.41, 0.30, 4.03], [0.29, 0.34, 1.85], [-0.83, 0.14, 2.41], [4.67, 0.42, 1.66], [4.00, 0.61, 3.28], [4.18, 2.03, 2.25], [4.09, 1.52, 0.06], [2.31, 0.70, 4.48], [1.30, -0.75, 4.32], [0.55, 0.83, 4.44], [0.36, -0.17, -2.65], [-0.10, -2.48, -2.60], [-0.14, -3.03, -4.59], [0.30, -4.29, -5.01], [0.22, -4.62, -6.36], [-0.30, -3.71, -7.27], [-0.74, -2.47, -6.84], [-0.66, -2.12, -5.51], [1.56, -3.09, -1.47], [2.53, -3.98, -1.90], [3.63, -4.25, -1.09], [3.77, -3.63, 0.14], [2.80, -2.73, 0.58], [1.71, -2.47, -0.23], [-1.77, -3.33, -1.71], [-1.73, -3.79, -0.40], [-2.85, -4.40, 0.14], [-4.00, -4.55, -0.63], [-4.03, -4.09, -1.94], [-2.91, -3.48, -2.49], [0.68, -5.02, -4.31], [0.56, -5.59, -6.69], [-0.36, -3.98, -8.31], [-1.15, -1.77, -7.56], [-0.98, -1.13, -5.19], [2.45, -4.47, -2.86], [4.39, -4.94, -1.43], [4.62, -3.85, 0.77], [2.88, -2.27, 1.55], [0.93, -1.82, 0.19], [-0.83, -3.69, 0.21], [-2.83, -4.77, 1.16], [-4.87, -5.03, -0.21], [-4.92, -4.22, -2.54], [-2.94, -3.14, -3.52]]
}


# 6
{
  "formula": "C35H47BaCl2N5O2SSi",
  "method": "ωB97M-V with the def2-TZVPD basis set",
  "energy_ha": -3419.7537,
  "homo_energy_ev": -6.19,
  "homo_lumo_gap_ev": 6.17,
  "relative_energy_ev": 1.196,
  "elements": ["Ba", "C", "C", "N", "C", "C", "S", "C", "C", "N", "H", "H", "H", "H", "H", "H", "H", "H", "H", "H", "H", "H", "H", "H", "Cl", "C", "C", "C", "Cl", "C", "O", "C", "C", "O", "C", "H", "H", "H", "C", "Si", "C", "N", "C", "C", "C", "C", "C", "C", "C", "C", "C", "C", "C", "C", "C", "C", "C", "C", "C", "H", "H", "H", "H", "H", "H", "H", "H", "H", "H", "H", "H", "H", "H", "H", "H", "H", "H", "H", "H", "H", "H", "H", "H", "C", "N", "C", "C", "N", "H", "H", "H", "H", "H", "H"],
  "coordinates": [[0.60, 0.23, 1.50], [0.65, -3.16, 3.30], [-0.79, -2.66, 3.15], [-1.08, -2.05, 1.85], [-1.30, -2.94, 0.71], [-0.08, -3.69, 0.19], [1.42, -2.69, -0.12], [2.62, -3.44, 1.01], [2.86, -2.68, 2.32], [1.64, -2.16, 2.91], [0.79, -4.06, 2.70], [0.78, -3.47, 4.35], [-0.95, -1.88, 3.90], [-1.47, -3.49, 3.38], [-1.96, -1.55, 1.95], [-1.70, -2.32, -0.10], [-2.07, -3.70, 0.93], [-0.35, -4.15, -0.76], [0.21, -4.51, 0.85], [3.56, -3.51, 0.47], [2.29, -4.47, 1.19], [3.51, -1.82, 2.11], [3.42, -3.35, 3.00], [1.88, -1.60, 3.73], [-1.17, 4.34, 8.45], [-0.79, 3.50, 6.97], [-1.34, 3.96, 5.76], [-1.06, 3.31, 4.59], [-1.75, 3.89, 3.11], [-0.20, 2.17, 4.52], [0.04, 1.59, 3.41], [0.34, 1.74, 5.77], [1.22, 0.60, 5.88], [1.60, -0.14, 4.99], [0.04, 2.42, 6.97], [-2.00, 4.82, 5.76], [1.58, 0.41, 6.91], [0.47, 2.07, 7.90], [-0.90, 2.04, -0.13], [-1.71, 1.39, -1.59], [-0.33, 0.84, -2.78], [0.44, -0.35, -2.36], [-0.19, -1.59, -2.84], [0.69, -2.40, -3.79], [1.25, -1.48, -4.87], [2.09, -0.34, -4.25], [1.84, -0.27, -2.74], [-2.79, 2.50, -2.71], [-4.18, 2.38, -2.81], [-4.92, 3.23, -3.62], [-4.29, 4.22, -4.36], [-2.92, 4.36, -4.27], [-2.18, 3.51, -3.46], [-2.91, 0.01, -1.04], [-3.31, -0.01, 0.30], [-4.23, -0.95, 0.77], [-4.75, -1.91, -0.09], [-4.37, -1.90, -1.42], [-3.47, -0.94, -1.89], [-1.55, 2.46, 0.64], [-0.10, 2.76, -0.34], [0.34, 1.71, -2.74], [-0.65, 0.75, -3.83], [-1.10, -1.32, -3.38], [-0.52, -2.21, -2.00], [0.09, -3.19, -4.24], [1.50, -2.88, -3.24], [0.42, -1.06, -5.44], [1.85, -2.05, -5.59], [1.83, 0.61, -4.71], [3.16, -0.50, -4.43], [2.24, 0.67, -2.34], [2.38, -1.07, -2.23], [-4.69, 1.61, -2.25], [-6.00, 3.11, -3.68], [-4.87, 4.88, -4.99], [-2.41, 5.14, -4.84], [-1.11, 3.65, -3.39], [-2.92, 0.73, 0.99], [-4.55, -0.92, 1.81], [-5.46, -2.64, 0.27], [-4.78, -2.63, -2.11], [-3.23, -0.93, -2.94], [5.01, 2.18, -1.94], [5.25, 1.55, -0.64], [6.55, 0.89, -0.46], [4.21, 0.99, -0.05], [3.30, 0.51, 0.47], [5.79, 2.93, -2.10], [4.04, 2.67, -1.93], [5.04, 1.45, -2.75], [7.33, 1.63, -0.62], [6.68, 0.07, -1.16], [6.63, 0.52, 0.56]]
}


# 7
{
  "formula": "CH3Br2PS",
  "method": "ωB97M-V with the def2-TZVPD basis set",
  "energy_ha": -5927.3921,
  "homo_energy_ev": [-8.51, -7.86],
  "homo_lumo_gap_ev": [6.92, 5.48],
  "relative_energy_ev": 3.851,
  "elements": ["C", "P", "S", "Br", "Br", "H", "H", "H"],
  "coordinates": [[-0.39, -0.76, -0.80], [-0.92, 0.17, 0.73], [1.12, 3.51, 0.66], [-0.46, -1.46, 2.08], [1.57, 1.49, 0.98], [-0.16, -1.88, -0.61], [-1.27, -0.73, -1.56], [0.51, -0.36, -1.48]]
}


# 8
{
  "formula": "C4H4ClN",
  "method": "ωB97M-V with the def2-TZVPD basis set",
  "energy_ha": -669.5994,
  "homo_energy_ev": -8.62,
  "homo_lumo_gap_ev": 9.30,
  "relative_energy_ev": 4.410,
  "smiles": "C#CCl.C=C=N",
  "elements": ["C", "C", "C", "C", "N", "Cl", "H", "H", "H", "H"],
  "coordinates": [[1.40, -0.52, -0.41], [-1.34, 1.54, 0.88], [-1.70, 0.68, 0.15], [0.67, -0.88, 0.58], [2.19, -0.53, -1.31], [-2.35, -0.43, -0.81], [-1.50, 2.43, 1.40], [1.97, -0.16, -2.25], [0.60, -0.43, 1.50], [0.05, -1.70, 0.27]]
}